No. 1
Molecular formula: C35H53CaN4OP2
Method: DFT, ωB97M-V/def2-TZVPD

Structure (ORCA input):
```
! RIJCOSX wB97M-V def2-TZVPD def2/J DEFGRID3
* xyz 1 1
C 2.18 -2.02 -0.99
C 1.77 0.08 -2.00
C 3.01 -2.40 -2.05
C 2.59 -0.26 -3.10
C 3.23 -1.50 -3.11
H 3.47 -3.39 -2.05
H 2.70 0.45 -3.93
H 3.87 -1.78 -3.95
N 1.61 -0.78 -0.96
P 0.05 -2.58 0.72
P 0.84 2.02 -0.20
C 1.80 -2.97 0.12
H 1.95 -4.02 -0.19
H 2.43 -2.78 1.01
C 0.90 1.30 -1.96
H 1.18 2.02 -2.74
C -0.47 3.44 -0.32
C 2.58 2.77 0.10
C -1.12 -3.39 -0.55
C -0.06 -3.53 2.38
C -1.76 3.01 0.40
H -1.65 3.07 1.49
H -2.57 3.70 0.09
H -2.07 1.98 0.16
C 0.04 4.70 0.43
H 0.17 4.50 1.50
H 0.99 5.09 0.02
H -0.72 5.49 0.32
C -0.79 3.79 -1.79
H -1.18 4.82 -1.83
H 0.10 3.74 -2.44
H -1.57 3.12 -2.20
C 2.63 3.37 1.53
H 1.81 2.99 2.15
H 3.58 3.06 2.00
H 2.60 4.47 1.53
C 3.61 1.62 0.05
H 3.24 0.71 0.54
H 3.91 1.38 -0.98
H 4.52 1.95 0.60
C 2.98 3.81 -0.95
H 2.20 3.93 -1.73
H 3.19 4.80 -0.52
H 3.90 3.47 -1.46
C -1.45 -3.29 3.00
H -1.35 -3.24 4.10
H -1.88 -2.33 2.66
H -2.16 -4.09 2.76
C 0.99 -2.94 3.35
H 1.99 -2.88 2.91
H 0.71 -1.93 3.68
H 1.05 -3.59 4.24
C 0.23 -5.03 2.24
H 0.89 -5.35 3.07
H -0.67 -5.66 2.27
H 0.77 -5.25 1.30
C -0.91 -2.66 -1.90
H -0.78 -3.37 -2.74
H -1.81 -2.06 -2.11
H -0.05 -1.98 -1.86
C -2.56 -3.10 -0.07
H -2.63 -2.06 0.29
H -3.25 -3.22 -0.93
H -2.89 -3.79 0.72
C -0.91 -4.89 -0.79
H 0.11 -5.12 -1.13
H -1.13 -5.50 0.11
H -1.61 -5.22 -1.58
Ca 0.25 -0.17 0.66
C 1.64 -0.19 2.00
O 2.41 -0.11 2.89
N -1.02 0.07 -1.07
C -0.55 0.70 -2.08
C -1.29 0.84 -3.37
C -2.70 0.82 -3.33
C -0.65 0.97 -4.62
C -3.45 0.94 -4.50
H -3.18 0.71 -2.35
C -1.40 1.08 -5.80
H 0.44 0.98 -4.69
C -2.80 1.07 -5.75
H -4.54 0.93 -4.45
H -0.89 1.18 -6.76
H -3.39 1.16 -6.67
C -1.45 1.97 5.73
N -1.66 1.32 4.44
C -2.80 0.80 3.95
C -2.53 0.27 2.70
N -1.22 0.47 2.43
C -0.73 1.12 3.50
H -2.11 2.86 5.83
H -1.68 1.25 6.55
H -0.39 2.29 5.84
H -3.75 0.79 4.48
H -3.22 -0.25 2.06
H 0.30 1.42 3.61
*
```

Properties
Frontier orbital gap = 0.222 Eh


No. 2
Molecular formula: C16H18ClF6GeHgIN2O5S2Se
Method: DFT, ωB97M-V/def2-TZVPD

Structure (ORCA input):
```
! RIJCOSX wB97M-V def2-TZVPD def2/J DEFGRID3
* xyz -1 2
Hg -0.48 0.82 1.20
Cl -1.17 2.24 -6.01
C -0.56 1.57 -4.52
C 0.70 1.01 -4.51
C 1.18 0.41 -3.35
I 3.09 -0.41 -3.33
C 0.46 0.36 -2.13
O 0.86 -0.17 -1.07
C -0.83 1.04 -2.16
N -1.49 1.13 -0.98
C -2.66 1.73 -0.94
C -3.29 2.26 -2.08
C -2.63 2.21 -3.28
C -1.35 1.61 -3.35
H 1.30 1.03 -5.41
H -3.12 1.82 0.04
H -4.26 2.72 -1.99
H -3.06 2.63 -4.17
F -1.24 4.09 2.71
C -0.51 4.50 1.65
F -0.45 5.82 1.69
F -1.17 4.10 0.56
S 1.20 3.71 1.77
O 1.05 2.76 2.84
O 2.11 4.80 2.01
N 1.43 2.99 0.38
S 1.79 4.03 -0.80
O 1.80 3.38 -2.07
O 1.07 5.26 -0.69
C 3.60 4.48 -0.55
F 3.75 5.71 -0.08
F 4.20 4.42 -1.75
F 4.22 3.62 0.26
C 0.15 -6.01 1.21
Ge -0.92 -4.71 2.21
C -2.67 -4.47 1.36
C -1.18 -5.38 4.04
C 0.00 -2.99 2.29
Se 0.34 -2.21 0.51
C 2.25 -2.02 0.74
H -0.42 -6.93 1.07
H 1.07 -6.25 1.73
H 0.40 -5.61 0.22
H -3.09 -5.44 1.06
H -2.57 -3.84 0.48
H -3.36 -4.00 2.06
H -1.68 -6.35 4.02
H -1.81 -4.68 4.61
H -0.23 -5.49 4.56
H 0.97 -3.10 2.79
H -0.58 -2.26 2.86
H 2.67 -2.98 1.03
H 2.45 -1.27 1.50
H 2.65 -1.69 -0.22
*
```

Properties
Frontier orbital gap (alpha / beta) = 0.248 / 0.178 Eh


No. 3
Molecular formula: C3H5N2S2
Method: DFT, ωB97M-V/def2-TZVPD

Structure (ORCA input):
```
! RIJCOSX wB97M-V def2-TZVPD def2/J DEFGRID3
* xyz 1 1
C 1.08 0.70 -0.07
C -0.41 -1.01 0.07
C -1.26 0.27 -0.18
N 0.99 -0.63 -0.14
N -0.26 1.28 0.08
S 2.85 0.93 0.22
S 2.58 -1.18 0.05
H -0.41 -1.53 1.05
H -0.78 -1.78 -0.62
H -1.82 0.28 -1.09
H -2.00 0.45 0.58
H -0.56 2.22 0.05
*
```

Properties
Frontier orbital gap = 0.304 Eh


The calculation returns the following E values, one per record and in order: -82171.1062; -214738.1189; -27833.8305 eV.